Formula: C23H66I2N2O24P7S
Source: the Open Molecules 2025 dataset
Level of theory: ωB97M-V/def2-TZVPD

Geometry (Å):
C1 -2.446 0.998 -6.700
C2 -2.878 2.471 -6.738
I1 -4.989 2.500 -6.095
C3 -2.117 3.564 -5.936
I2 -1.852 5.228 -7.328
P1 -0.400 3.234 -5.098
C4 1.188 2.856 -4.117
N1 2.415 2.981 -4.898
N2 -1.373 2.095 -3.757
C5 -1.657 2.781 -2.839
S1 -1.909 3.879 -1.697
H1 -2.094 0.713 -7.695
H2 -3.295 0.350 -6.507
H3 -1.658 0.743 -6.003
H4 -2.944 2.796 -7.766
H5 -2.759 3.982 -5.171
H6 -0.081 2.096 -5.952
H7 0.318 4.106 -5.988
H8 -0.632 4.409 -4.261
H9 1.253 3.444 -3.197
H10 1.146 1.813 -3.783
H11 2.307 2.470 -5.770
H12 2.543 3.944 -5.189
C6 1.956 -3.610 -0.924
O1 2.526 -2.401 -0.363
P2 1.545 -1.101 -0.037
O2 2.397 0.036 -0.408
O3 1.559 -1.353 1.570
C7 1.139 -2.611 2.081
O4 0.036 -0.481 0.032
C8 -0.613 -0.191 -1.233
H13 2.541 -3.897 -1.796
H14 2.002 -4.411 -0.185
H15 0.919 -3.474 -1.234
H16 2.015 -3.218 2.322
H17 0.515 -3.157 1.368
H18 0.565 -2.448 2.991
H19 -0.717 -1.102 -1.823
H20 -0.048 0.550 -1.796
H21 -1.603 0.202 -1.021
C9 4.268 -5.319 3.265
O5 3.066 -6.120 3.437
P3 3.031 -7.361 4.561
O6 2.212 -8.257 3.700
O7 2.103 -6.560 5.617
C10 2.627 -5.380 6.240
O8 3.451 -8.532 5.665
C11 4.448 -9.481 5.249
H22 4.510 -5.282 2.205
H23 4.079 -4.307 3.623
H24 5.118 -5.737 3.805
H25 2.227 -4.498 5.738
H26 3.718 -5.345 6.209
H27 2.308 -5.369 7.281
H28 5.387 -8.980 5.014
H29 4.099 -10.040 4.381
H30 4.616 -10.167 6.076
C12 6.653 5.840 -3.106
O9 6.590 6.156 -4.521
P4 7.579 5.377 -5.594
O10 7.927 6.457 -6.534
O11 6.417 4.423 -6.165
C13 5.700 3.582 -5.245
O12 8.729 4.231 -5.891
C14 10.053 4.509 -5.405
H31 6.750 6.769 -2.548
H32 5.733 5.341 -2.806
H33 7.501 5.198 -2.863
H34 4.744 4.036 -5.003
H35 6.263 3.420 -4.322
H36 5.520 2.621 -5.717
H37 10.053 4.621 -4.319
H38 10.447 5.414 -5.869
H39 10.687 3.666 -5.668
C15 -3.332 -6.687 5.440
O13 -3.276 -8.107 5.159
P5 -2.111 -9.046 5.873
O14 -1.758 -9.978 4.794
O15 -3.141 -9.724 6.932
C16 -3.897 -8.888 7.802
O16 -0.873 -9.171 6.934
C17 0.376 -8.530 6.560
H40 -3.375 -6.148 4.495
H41 -4.233 -6.466 6.014
H42 -2.462 -6.340 5.998
H43 -4.910 -8.777 7.411
H44 -3.448 -7.898 7.919
H45 -3.947 -9.363 8.780
H46 0.223 -7.465 6.434
H47 0.767 -8.959 5.638
H48 1.092 -8.691 7.361
C18 -1.591 5.917 3.706
O17 -0.598 6.971 3.657
P6 -0.029 7.497 2.190
O18 1.394 7.738 2.478
O19 -0.884 8.877 2.222
C19 -2.299 8.817 2.363
O20 -0.113 7.428 0.564
C20 0.399 6.222 -0.059
H49 -1.251 5.153 4.404
H50 -2.537 6.326 4.063
H51 -1.749 5.451 2.733
H52 -2.571 9.027 3.400
H53 -2.703 7.843 2.077
H54 -2.742 9.577 1.723
H55 -0.156 5.353 0.288
H56 1.459 6.101 0.161
H57 0.264 6.313 -1.133
C21 -9.066 2.445 -2.656
O21 -8.449 1.135 -2.698
P7 -7.165 0.781 -1.690
O22 -6.369 -0.029 -2.640
O23 -8.062 -0.156 -0.708
C22 -9.163 0.419 -0.011
O24 -6.026 0.976 -0.515
C23 -4.975 1.911 -0.840
H58 -9.127 2.832 -3.672
H59 -10.074 2.360 -2.248
H60 -8.497 3.152 -2.051
H61 -10.091 0.172 -0.529
H62 -9.078 1.506 0.073
H63 -9.196 -0.004 0.992
H64 -5.357 2.917 -1.005
H65 -4.448 1.566 -1.729
H66 -4.280 1.932 -0.005

Results
- Spin multiplicity: 1
- Energy: -6214.2211 Eh
- Charge: -1